Record 1
ORCA calculation (ωB97M-V/def2-TZVPD) on a structure of composition C31H78N6O12Sr2.

Atoms and positions in Å:
Sr (1.9355, -1.5970, -1.5840)
Sr (-1.8844, 1.9369, -0.6179)
C (-0.1350, -0.4068, 0.1350)
O (0.5088, -1.4051, 0.4780)
O (-0.9365, 0.1375, 0.9085)
O (0.0961, 0.0069, -1.0310)
C (4.4623, -3.1767, 0.1883)
O (3.4149, -3.4130, -0.7206)
C (2.5841, -4.3696, -0.1146)
C (1.6663, -4.8709, -1.2389)
N (0.7601, -3.7984, -1.7306)
C (0.3753, -4.1242, -3.0986)
C (-0.2313, -2.8851, -3.7473)
O (0.6064, -1.7104, -3.7185)
C (-0.0303, -0.6605, -4.3379)
H (5.1460, -4.0216, 0.2711)
H (4.1767, -2.8199, 1.1778)
H (5.1085, -2.4222, -0.2604)
H (1.9520, -3.9894, 0.6879)
H (3.1408, -5.2211, 0.2768)
H (1.1060, -5.7008, -0.8084)
H (2.3312, -5.0991, -2.0719)
H (-0.0106, -3.8055, -1.0779)
H (-0.4551, -4.8257, -3.0180)
H (1.1665, -4.4666, -3.7655)
H (-1.1936, -2.7868, -3.2448)
H (-0.5438, -3.2573, -4.7229)
H (0.4642, 0.2913, -4.1441)
H (-1.0836, -0.5128, -4.0995)
H (-0.1202, -0.7781, -5.4178)
C (1.1766, 3.3268, -3.7041)
O (0.8234, 2.9587, -2.3754)
C (1.4356, 3.8401, -1.4375)
C (1.3641, 3.2971, -0.0307)
N (-0.0196, 3.3657, 0.5585)
C (-0.1358, 2.9826, 1.9927)
C (0.5673, 4.1302, 2.8783)
O (0.2026, 5.4187, 2.4834)
C (1.0730, 6.3137, 3.2275)
H (0.5689, 4.2071, -3.9134)
H (0.8908, 2.5122, -4.3697)
H (2.1860, 3.5825, -4.0261)
H (0.9968, 4.8373, -1.4042)
H (2.4830, 4.0315, -1.6705)
H (2.0728, 3.8473, 0.5882)
H (1.7130, 2.2676, 0.0501)
H (-0.2450, 4.3414, 0.6901)
H (0.3555, 2.0462, 2.2567)
H (-1.1750, 2.8482, 2.2931)
H (1.6141, 3.9660, 2.6227)
H (0.4204, 3.9788, 3.9476)
H (2.1449, 6.1169, 3.2057)
H (0.7500, 6.4658, 4.2574)
H (1.0167, 7.2128, 2.6139)
C (-1.7700, 5.2867, -2.3860)
O (-1.9085, 3.9097, -2.5497)
C (-2.4682, 3.5124, -3.8226)
C (-2.6791, 2.0033, -3.8177)
N (-3.4533, 1.5151, -2.6721)
C (-3.5674, 0.0766, -2.6825)
C (-4.3505, -0.4885, -1.4307)
O (-3.5832, 0.0296, -0.3205)
C (-4.1056, -0.4661, 0.9242)
H (-1.0660, 5.6609, -3.1293)
H (-1.4288, 5.4302, -1.3608)
H (-2.7195, 5.8205, -2.4263)
H (-1.8283, 3.8500, -4.6378)
H (-3.4468, 3.9881, -3.8866)
H (-1.6643, 1.6069, -3.8520)
H (-3.0163, 1.7209, -4.8151)
H (-4.4380, 1.7113, -2.7810)
H (-2.6043, -0.4337, -2.6644)
H (-4.0136, -0.2771, -3.6119)
H (-4.3124, -1.5768, -1.4792)
H (-5.3492, -0.0520, -1.4235)
H (-4.0573, -1.5458, 1.0655)
H (-5.1106, -0.1221, 1.1689)
H (-3.5894, -0.0648, 1.7963)
C (5.1866, 1.4697, -3.1021)
C (4.3650, 0.5166, -2.2778)
C (4.2364, 0.7982, -0.7512)
O (3.6368, -0.3265, -0.0697)
C (3.3492, -0.0257, 1.2903)
N (2.9835, 0.4297, -2.8039)
H (4.6714, 2.4253, -3.1991)
H (5.4445, 1.1407, -4.1088)
H (6.1013, 1.6739, -2.5456)
H (4.8955, -0.4351, -2.3090)
H (3.5996, 1.6656, -0.5773)
H (5.1944, 1.0700, -0.3080)
H (2.6669, 0.8219, 1.3537)
H (4.1452, 0.1800, 2.0061)
H (2.8174, -0.8588, 1.7499)
H (3.0258, 0.2523, -3.7973)
H (2.5400, 1.3334, -2.8868)
C (-2.9316, -5.3548, 0.6482)
C (-1.9421, -4.3057, 1.2061)
C (-0.8218, -4.8187, 2.2447)
O (-0.3533, -3.7807, 3.1335)
C (0.8952, -4.1237, 3.7627)
N (-1.2771, -3.6333, 0.1045)
H (-2.2830, -6.1471, 0.2745)
H (-3.4705, -5.0576, -0.2515)
H (-3.6677, -5.6585, 1.3925)
H (-2.5511, -3.6787, 1.8574)
H (-0.0157, -5.2605, 1.6589)
H (-1.2225, -5.6784, 2.7817)
H (1.2930, -3.2259, 4.2358)
H (1.6229, -4.6057, 3.1098)
H (0.7593, -4.8474, 4.5663)
H (-0.6536, -3.0176, 0.6066)
H (-1.9374, -2.9778, -0.2885)
C (-0.7139, -0.8914, 5.8929)
C (-1.2052, -0.5571, 4.4575)
C (-1.9124, 0.8542, 4.3201)
O (-3.0494, 0.7808, 5.1657)
C (-3.8407, 1.9819, 5.2600)
N (0.0024, -0.5648, 3.6632)
H (-1.6046, -1.0390, 6.5036)
H (0.0193, -0.2342, 6.3605)
H (-0.2945, -1.8973, 5.9118)
H (-1.8546, -1.3535, 4.0943)
H (-2.2198, 1.0259, 3.2885)
H (-1.2621, 1.6803, 4.6077)
H (-4.8064, 1.7152, 5.6893)
H (-4.1558, 2.4312, 4.3182)
H (-3.4973, 2.7542, 5.9483)
H (-0.1900, -0.3229, 2.7017)
H (0.1553, -1.5621, 3.6179)

The value obtained for the HOMO energy is -0.4474 Eh. The net charge is +2.


Record 2
ORCA calculation (ωB97M-V/def2-TZVPD) on a structure of composition C31H79BFN5NbO2.

Atoms and positions in Å:
C (-1.0378, -0.5885, 2.1661)
C (-0.4296, -1.4267, 1.0164)
F (-1.4247, -1.8647, 0.0786)
Nb (0.8289, -3.2381, 1.6306)
C (0.2297, -4.3465, -0.2679)
C (1.1772, -5.6020, -0.4736)
C (1.5967, -5.8846, -2.0691)
O (2.4906, -5.3262, -0.8702)
B (-0.9260, -4.3143, 2.7159)
O (-2.2059, -3.7287, 2.6130)
N (-0.8959, -5.5863, 3.4945)
C (-1.2040, -6.7552, 2.6565)
C (0.3223, -5.7582, 4.3037)
H (-1.4537, 0.3505, 1.7157)
H (-1.8807, -1.0731, 2.6899)
H (-0.2963, -0.2828, 2.9266)
H (0.2542, -0.7443, 0.4553)
H (2.2559, -2.5358, 0.6720)
H (1.3602, -2.3907, 3.1774)
H (1.9096, -4.6635, 2.0858)
H (-0.7911, -4.7814, -0.1864)
H (0.3699, -3.7483, -1.1832)
H (0.9872, -6.5004, 0.1655)
H (2.5559, -6.2472, -2.4913)
H (1.2462, -6.9719, -1.8771)
H (-2.8055, -4.2685, 3.1602)
H (-2.3129, -6.8813, 2.6621)
H (-0.9490, -6.5984, 1.5795)
H (-0.7507, -7.6941, 3.0271)
H (-0.0010, -6.1555, 5.2997)
H (0.9700, -6.5430, 3.8595)
H (0.8593, -4.8191, 4.5157)
C (-3.7665, -5.6991, -0.4134)
C (-3.6710, -6.0940, -1.8786)
N (-3.1552, -7.4368, -2.0945)
C (-2.8381, -7.7084, -3.4883)
C (-3.9899, -7.7211, -4.4990)
C (-3.8479, -8.5042, -1.3941)
C (-5.3445, -8.6911, -1.6725)
H (-2.7960, -5.7791, 0.0770)
H (-4.0995, -4.6631, -0.3320)
H (-4.4876, -6.3119, 0.1329)
H (-2.9987, -5.3807, -2.3633)
H (-4.6606, -5.9576, -2.3418)
H (-2.3039, -8.6618, -3.5514)
H (-2.1104, -6.9582, -3.8142)
H (-4.5833, -8.6325, -4.4257)
H (-3.5863, -7.6882, -5.5144)
H (-4.6540, -6.8629, -4.3856)
H (-3.7217, -8.3447, -0.3194)
H (-3.3322, -9.4501, -1.5857)
H (-5.8831, -7.7434, -1.7173)
H (-5.7965, -9.2851, -0.8738)
H (-5.5174, -9.2316, -2.6030)
C (-1.7812, 7.0546, 1.6605)
C (-0.5850, 6.1643, 1.9668)
N (-0.9387, 4.8806, 2.5458)
C (0.2120, 4.1469, 3.0546)
C (1.2677, 3.6833, 2.0479)
C (-1.8994, 4.0846, 1.7962)
C (-1.5372, 3.6955, 0.3595)
H (-2.3783, 7.2337, 2.5567)
H (-1.4340, 8.0208, 1.2876)
H (-2.4254, 6.6261, 0.8907)
H (0.0484, 6.7033, 2.6778)
H (0.0057, 6.0484, 1.0454)
H (-0.1414, 3.2792, 3.6192)
H (0.7090, 4.7803, 3.7984)
H (0.9288, 2.8190, 1.4782)
H (2.1714, 3.3749, 2.5804)
H (1.5563, 4.4711, 1.3494)
H (-2.8482, 4.6291, 1.7706)
H (-2.1292, 3.1767, 2.3603)
H (-1.0853, 4.5193, -0.1974)
H (-2.4398, 3.3951, -0.1788)
H (-0.8573, 2.8450, 0.3319)
C (-1.4975, 6.6378, -2.8679)
C (-1.4247, 6.2664, -4.3430)
N (-0.9162, 4.9284, -4.5876)
C (-0.6219, 4.6770, -5.9908)
C (-1.7892, 4.6826, -6.9828)
C (-1.6026, 3.8504, -3.8913)
C (-3.1029, 3.6744, -4.1517)
H (-0.5199, 6.5472, -2.3905)
H (-1.8281, 7.6737, -2.7658)
H (-2.2115, 6.0177, -2.3229)
H (-0.7577, 6.9858, -4.8275)
H (-2.4208, 6.4131, -4.7876)
H (-0.0918, 3.7240, -6.0763)
H (0.1030, 5.4308, -6.3178)
H (-2.3832, 3.7722, -6.9133)
H (-1.4018, 4.7295, -8.0038)
H (-2.4494, 5.5407, -6.8463)
H (-1.4600, 3.9935, -2.8166)
H (-1.0961, 2.9050, -4.1029)
H (-3.6386, 4.6251, -4.1758)
H (-3.5456, 3.0713, -3.3557)
H (-3.2910, 3.1477, -5.0867)
C (8.8322, 3.6113, 2.4624)
C (7.6841, 4.2672, 3.2163)
N (6.4945, 4.4773, 2.4104)
C (5.5022, 5.3167, 3.0665)
C (4.8487, 4.7821, 4.3445)
C (5.9623, 3.3008, 1.7355)
C (5.5492, 2.1079, 2.6034)
H (9.1101, 4.1952, 1.5831)
H (9.7070, 3.5433, 3.1127)
H (8.5882, 2.5962, 2.1455)
H (8.0403, 5.2395, 3.5700)
H (7.4696, 3.6664, 4.1127)
H (4.7171, 5.5683, 2.3468)
H (5.9797, 6.2740, 3.3047)
H (4.1059, 4.0160, 4.1267)
H (4.3246, 5.5935, 4.8565)
H (5.5763, 4.3725, 5.0469)
H (6.7075, 2.9544, 1.0139)
H (5.1113, 3.5979, 1.1162)
H (6.2665, 1.8996, 3.3992)
H (5.4783, 1.2093, 1.9872)
H (4.5681, 2.2594, 3.0516)

The value obtained for the HOMO energy is -0.1616 Eh. The net charge is -1.


DFT total energy: -68583.0184, -49906.5949 (eV)